[1]
{
  "formula": "C13H21N3O3SSr",
  "method": "ωB97M-V/def2-TZVPD",
  "elements": ["C", "H", "H", "H", "C", "H", "H", "O", "C", "H", "C", "H", "H", "H", "O", "N", "O", "C", "H", "C", "H", "C", "C", "C", "H", "N", "Sr", "H", "H", "S", "H", "C", "H", "C", "H", "H", "H", "N", "H", "C", "H", "C"],
  "xyz": [[-1.129, 0.307, -3.240], [-2.452, 3.087, -4.081], [3.056, -2.472, 2.864], [0.866, -0.936, 4.447], [-2.555, 1.948, -4.340], [-1.375, -1.285, 4.766], [-1.621, -1.985, 3.108], [-1.277, 1.232, -4.371], [1.356, -1.237, 0.305], [0.840, -3.230, 3.115], [-0.232, 0.931, -2.032], [1.445, -0.204, 0.806], [-0.120, 2.074, -2.199], [1.595, 0.058, -2.999], [-0.232, 2.332, 2.837], [2.368, -1.932, 2.328], [3.598, -2.538, 0.298], [0.247, -2.081, 1.144], [1.873, -1.911, -1.758], [0.360, -0.926, 3.431], [-0.667, -1.415, 1.035], [1.077, -1.252, -1.260], [1.228, 0.218, -1.923], [0.323, 3.205, 1.888], [1.164, 3.918, 2.126], [-1.383, 2.028, 0.871], [0.172, 2.902, -4.804], [0.021, -1.676, -1.416], [0.115, -3.156, 0.776], [-2.214, 0.445, 3.262], [-2.114, -0.124, -2.867], [-1.276, 1.619, 2.227], [1.905, 0.892, -1.309], [2.648, -2.000, 0.886], [0.708, -0.029, 2.834], [-3.323, 1.520, -3.624], [-0.524, -0.586, -3.636], [-0.405, 2.970, 0.697], [-3.000, 1.888, -5.398], [0.915, -2.215, 2.617], [-0.765, 0.673, -1.062], [-1.214, -1.056, 3.650]],
  "total_charge": 2,
  "orbital_gap_ev": 4.713
}

[2]
{
  "formula": "C13H21N3O5",
  "method": "ωB97M-V/def2-TZVPD",
  "elements": ["C", "H", "C", "H", "H", "H", "H", "C", "C", "C", "C", "N", "C", "H", "H", "O", "O", "H", "C", "C", "H", "N", "O", "H", "C", "C", "H", "H", "H", "C", "H", "H", "H", "H", "N", "H", "H", "O", "O", "H", "C", "H"],
  "xyz": [[-1.003, 2.789, 0.973], [-0.946, 0.938, -2.084], [-0.758, 2.373, -0.485], [-1.225, 3.123, -1.156], [1.866, -3.894, -0.244], [0.673, 4.153, 3.257], [-1.202, -0.274, 0.604], [-1.373, 0.991, -1.130], [2.789, -2.290, -1.299], [2.902, 0.072, 2.455], [0.709, -2.048, -0.035], [-0.926, -0.152, -0.371], [3.049, -1.337, -0.114], [2.440, 0.864, 3.000], [-5.370, -0.428, -2.066], [0.509, -0.485, 2.237], [-3.652, 1.637, -0.935], [3.362, -0.641, 3.168], [-2.867, 0.766, -1.313], [1.671, -0.518, 1.797], [3.674, -2.922, -1.488], [1.749, -1.203, 0.570], [-0.187, 3.790, 2.973], [2.551, -1.757, -2.224], [-0.185, -1.132, -0.924], [0.007, 3.627, 1.667], [-4.702, -2.152, -1.643], [3.363, -0.403, -0.536], [-1.073, 1.835, 1.511], [-4.574, -1.052, -1.554], [0.366, 2.334, -0.648], [1.024, -3.527, -1.720], [0.140, -2.497, 0.762], [-2.467, -0.975, -2.253], [-3.220, -0.453, -1.780], [3.709, -1.732, 0.678], [3.569, 0.454, 1.724], [-0.221, -1.407, -2.106], [1.066, 4.023, 1.203], [-1.953, 3.289, 0.893], [1.520, -3.061, -0.821], [-4.801, -0.719, -0.543]],
  "smiles": "CNC(=O)[C@@H](CCC(=O)O)NC(=O)[C@H]1CCCN1C(C)=O",
  "total_charge": 0,
  "orbital_gap_ev": 9.713
}

[3]
{
  "formula": "C13H21N5O4",
  "method": "ωB97M-V/def2-TZVPD",
  "elements": ["H", "C", "O", "N", "H", "C", "O", "H", "C", "H", "H", "O", "H", "H", "C", "O", "H", "N", "H", "C", "C", "H", "N", "H", "H", "H", "C", "H", "H", "C", "N", "C", "H", "H", "H", "N", "C", "C", "H", "C", "C", "H", "H"],
  "xyz": [[-1.523, -1.079, 0.018], [4.296, 2.780, -6.549], [-0.750, -4.863, 2.879], [-1.031, -2.829, 2.065], [-4.424, -0.740, 4.664], [-1.072, -1.358, 2.115], [0.996, 1.464, -5.515], [-1.409, -3.277, 1.245], [0.527, 1.192, 1.669], [1.870, 3.353, -5.475], [-1.392, 1.239, 0.687], [-2.676, 0.374, 2.645], [0.184, -1.331, 0.370], [-5.111, -2.266, 4.059], [2.774, 2.058, -3.996], [1.658, 0.749, 1.769], [-0.292, -1.017, 2.795], [5.236, 3.465, -6.555], [-0.845, 2.384, 2.526], [-0.587, -3.662, 3.006], [2.154, 2.296, -5.384], [3.426, 0.876, -6.413], [1.078, 2.715, -2.094], [2.595, 2.012, -7.483], [-0.038, 0.907, -0.371], [0.785, 2.392, 3.221], [-4.568, -1.362, 3.778], [3.048, 1.005, -3.886], [0.995, -2.577, 3.951], [-2.410, -0.822, 2.681], [-3.271, -1.709, 3.202], [-0.720, -0.822, 0.710], [-5.157, -0.801, 3.049], [-0.579, -2.465, 4.787], [-3.003, -2.682, 3.187], [0.117, 2.092, 2.535], [-0.454, 0.691, 0.613], [1.831, 2.421, -2.932], [0.383, -3.957, 4.881], [3.110, 1.918, -6.524], [0.098, -3.121, 4.244], [0.471, 1.697, -6.301], [3.680, 2.659, -3.872]],
  "smiles": "CNC(=O)[C@H](CCC(N)=O)NC(C)=O.N#CCC(O)CC#N",
  "total_charge": 0,
  "orbital_gap_ev": 9.678
}

[4]
{
  "formula": "C13H21O",
  "method": "ωB97M-V/def2-TZVPD",
  "elements": ["C", "C", "H", "H", "H", "H", "C", "H", "H", "H", "O", "H", "C", "C", "C", "C", "C", "C", "C", "H", "H", "H", "H", "H", "C", "H", "H", "H", "H", "H", "C", "H", "H", "C", "H"],
  "xyz": [[-0.036, 2.487, -1.027], [-0.934, -2.167, 0.584], [-0.767, -1.166, 1.049], [4.488, 1.470, 0.498], [-2.104, -1.801, -1.303], [1.364, -1.193, -1.929], [-2.277, -1.923, -0.171], [-0.773, 2.776, -1.742], [0.940, 2.242, -1.534], [-0.401, -3.082, -1.284], [-0.504, 1.133, -0.706], [-0.843, -3.002, 1.377], [4.238, 0.554, 0.800], [-2.816, -0.695, 0.558], [2.924, 0.066, 0.083], [-2.788, 0.741, 0.007], [-1.470, 1.281, 0.437], [0.389, -1.020, -1.440], [-1.173, 1.740, 1.631], [-0.358, -0.900, -2.304], [1.551, 1.648, 0.661], [-1.824, 1.596, 2.486], [-3.018, -2.663, -0.009], [0.034, 3.355, -0.366], [0.532, 0.225, -0.586], [4.164, 0.751, 1.943], [5.067, -0.166, 0.697], [-0.186, 1.769, 2.049], [-3.657, 1.384, 0.373], [-3.043, -0.929, 1.635], [0.098, -2.385, -0.567], [3.071, -0.677, -0.702], [1.187, -2.698, -0.255], [1.705, 0.682, 0.189], [-2.779, 0.564, -1.135]],
  "total_charge": 1,
  "orbital_gap_ev": [6.715, 8.341]
}

[5]
{
  "formula": "C13H22Br15N2O6S2",
  "method": "ωB97M-V/def2-TZVPD",
  "elements": ["C", "C", "H", "H", "H", "H", "C", "Br", "N", "O", "C", "N", "H", "H", "C", "C", "Br", "C", "S", "Br", "Br", "O", "Br", "H", "Br", "C", "O", "H", "H", "Br", "H", "O", "Br", "H", "O", "Br", "H", "S", "Br", "H", "H", "H", "C", "C", "Br", "H", "H", "Br", "Br", "Br", "C", "O", "H", "C", "Br", "H", "H", "H", "C", "H"],
  "xyz": [[1.093, -0.467, -2.422], [9.261, 1.342, 1.349], [4.957, -2.049, 0.727], [-5.215, 6.622, 0.549], [0.155, -0.515, -1.724], [3.243, -1.301, -2.296], [-4.576, -3.477, 3.136], [-6.110, 6.230, 2.845], [-1.794, 1.251, -1.497], [4.137, 1.202, -0.296], [1.085, 2.231, -1.802], [2.506, -0.698, -0.286], [1.432, 2.099, -0.669], [0.775, -0.978, -3.450], [1.039, -5.589, -2.639], [5.236, -1.100, 0.068], [10.732, 0.900, 0.155], [2.276, -1.351, -1.637], [-0.761, 2.594, -1.919], [-4.478, 4.101, 4.978], [0.578, -4.025, -1.578], [-0.179, 0.525, 0.649], [-6.250, -3.469, 2.145], [-4.720, -4.134, 4.000], [1.553, -5.107, -4.452], [-5.786, 5.792, 0.977], [-1.131, 3.923, -1.156], [-4.360, -1.613, -1.823], [-3.602, -0.681, 0.974], [2.393, -6.681, -1.769], [-2.063, -2.824, -0.631], [-2.243, 1.819, 1.189], [-6.031, 1.343, 4.376], [-2.186, -1.342, -1.840], [-4.065, -2.220, -1.056], [-4.696, 4.193, 0.787], [1.630, 3.229, -2.163], [-1.629, 0.780, 0.176], [-7.444, 5.662, -0.033], [1.894, -2.460, -1.581], [-1.909, -1.460, 1.266], [0.135, -6.202, -2.716], [-4.304, 2.235, 4.458], [1.610, 1.041, -2.801], [-3.118, -4.227, 2.089], [5.529, -1.517, -0.998], [9.450, 2.351, 1.730], [-3.049, 1.280, 5.596], [-4.137, -1.714, 3.830], [7.558, 1.398, 0.410], [-2.634, -1.811, -0.866], [-1.055, 2.918, -3.435], [2.317, -1.364, 0.505], [3.910, -0.134, -0.168], [9.198, 0.156, 2.890], [2.799, 1.019, -2.704], [1.391, 1.361, -3.909], [6.104, -0.453, 0.551], [-2.562, -0.860, 0.467], [-3.890, 2.223, 3.444]],
  "total_charge": -1,
  "orbital_gap_ev": 6.870
}

[6]
{
  "formula": "C13H22F9I2O2PS",
  "method": "ωB97M-V/def2-TZVPD",
  "elements": ["C", "H", "H", "F", "H", "O", "C", "H", "F", "C", "H", "F", "H", "H", "H", "F", "C", "H", "H", "H", "H", "H", "C", "O", "P", "C", "C", "S", "H", "C", "F", "H", "H", "H", "H", "I", "C", "F", "F", "H", "C", "H", "C", "I", "H", "C", "C", "F", "H", "F"],
  "xyz": [[-7.721, -2.365, 5.047], [3.245, 1.714, 0.103], [-5.047, -1.214, 3.133], [-4.240, 0.960, -2.563], [-6.594, -1.815, 2.506], [-5.359, -2.556, 5.225], [2.555, -0.642, -1.173], [2.603, 0.100, -1.963], [-1.785, 1.450, -0.082], [-1.586, -0.143, -1.868], [-8.221, -1.414, 5.235], [-1.985, 2.133, -2.148], [4.935, 1.346, 0.348], [4.262, 1.424, -1.299], [-8.269, -2.904, 4.272], [-4.281, -1.338, -1.498], [7.750, 1.226, -1.305], [0.214, 1.101, -2.055], [7.961, 0.510, -3.305], [7.699, 2.078, 0.653], [0.500, -1.988, -0.516], [9.317, 2.012, -0.072], [3.722, -0.351, -0.203], [6.846, 0.463, -1.062], [0.829, -0.618, -0.502], [-6.108, -1.315, 3.341], [-6.297, -2.123, 4.602], [-4.637, -0.343, -0.325], [-7.720, -2.955, 5.960], [-0.070, 0.058, -1.972], [-3.292, -0.703, 0.429], [0.284, -0.433, -2.877], [8.311, 2.240, -3.109], [4.586, -0.928, -0.501], [9.482, 1.029, -2.551], [3.295, -0.840, 1.852], [-3.817, 1.070, -1.275], [-5.016, 0.622, 0.883], [-5.347, -1.536, 0.428], [8.145, 3.222, -0.630], [-2.264, 1.085, -1.302], [-2.002, -0.304, -2.855], [4.080, 1.122, -0.272], [2.969, -2.513, -2.204], [-1.781, -1.018, -1.260], [8.420, 1.253, -2.657], [8.261, 2.198, -0.270], [-6.021, 0.020, -1.019], [-6.545, -0.323, 3.465], [-4.270, 2.249, -0.790]],
  "smiles": "C[C@@H](I)[C@@H](I)PCCC(F)(F)C(F)(F)S(F)(F)(F)(F)F.CC(C)=O.CC(C)=O",
  "total_charge": 0,
  "orbital_gap_ev": 8.690
}